--- A ---
ORCA calculation (the ωB97M-V functional and the def2-TZVPD basis) on an isolated molecule of C3H5N3O.

Properties
SMILES string = [H]/N=c1/ccon1N
Orbital gap = 9.17 eV

Structure (ORCA input):
```
! wB97M-V def2-TZVPD RIJCOSX def2/J DEFGRID3
* xyz 0 1
H 1.754 1.740 0.073
N 0.679 1.892 -0.032
C 0.072 0.685 -0.135
C -1.408 0.722 0.011
C -1.781 -0.469 -0.084
O -0.643 -1.315 0.037
N 0.511 -0.482 -0.399
N 1.649 -0.904 0.030
H -1.975 1.670 0.044
H -2.834 -0.951 -0.006
H 2.053 -1.521 -0.653
H 1.922 -1.068 1.115
*
```

---

--- B ---
ORCA calculation (the ωB97M-V functional and the def2-TZVPD basis) on an isolated molecule of C3H5N3O.

Properties
SMILES string = [H]/N=C\N=C\NC=O
Orbital gap = 9.60 eV

Structure (ORCA input):
```
! wB97M-V def2-TZVPD RIJCOSX def2/J DEFGRID3
* xyz 0 1
H -3.321 1.024 -0.032
N -3.379 -0.068 -0.164
C -2.206 -0.527 0.010
N -0.969 0.197 0.435
C 0.231 -0.365 0.201
N 1.263 0.711 -0.087
C 2.580 0.249 -0.015
O 2.906 -0.928 -0.015
H -2.184 -1.560 -0.285
H 0.644 -1.366 0.142
H 0.951 1.608 -0.116
H 3.485 1.026 -0.073
*
```

---

The most stable arrangement is B, and the next structure is 2.767 eV less stable.